# 1
Below is a cluster of 3 separate species, C15H46FN7O5P3S in total at a distorted geometry, with properties calculated with wB97M-V/def2-TZVPD.

Charge: +1
Molecular weight: 548.6 g mol⁻¹
LUMO energy: -0.1351 hartree
E_tot: -2880.54362 Eh

Geometry as XYZ:
```
78
C15H46FN7O5P3S (wB97M-V/def2-TZVPD)
N -3.424 3.705 -3.748
S -3.344 2.082 -4.142
C -1.734 1.447 -3.569
C -0.516 1.553 -4.485
C -0.284 2.905 -5.145
F 0.280 2.690 -6.404
P -3.481 2.067 -6.330
O -4.747 1.413 -6.595
O -2.226 1.292 -6.876
O -3.421 3.606 -6.683
H -2.507 4.145 -3.716
H -3.817 3.770 -2.810
H -1.888 0.424 -3.227
H -1.552 2.035 -2.664
H -0.525 0.748 -5.216
H 0.345 1.340 -3.844
H -1.198 3.477 -5.337
H 0.433 3.512 -4.593
H -1.744 1.758 -7.577
H -3.529 3.741 -7.639
O 1.782 0.100 -1.384
P 3.184 -0.394 -1.195
N 2.938 -1.921 -1.993
C 3.493 -3.190 -1.558
C 2.507 -1.856 -3.380
N 3.309 -0.575 0.471
C 3.888 -1.738 1.128
C 2.207 -0.044 1.269
N 4.879 -0.408 -1.443
C 5.530 0.824 -0.911
C 5.379 -0.567 -2.820
H 4.574 -3.163 -1.374
H 3.322 -3.947 -2.323
H 3.005 -3.552 -0.653
H 3.269 -1.482 -4.078
H 1.639 -1.200 -3.472
H 2.206 -2.844 -3.730
H 3.179 -2.570 1.177
H 4.159 -1.478 2.153
H 4.798 -2.068 0.632
H 1.320 -0.686 1.225
H 1.923 0.949 0.932
H 2.516 0.048 2.311
H 5.223 1.721 -1.458
H 6.611 0.724 -0.994
H 5.283 0.955 0.139
H 5.037 0.220 -3.497
H 5.099 -1.533 -3.227
H 6.468 -0.542 -2.789
O -1.042 -1.873 5.749
P -2.041 -1.089 5.003
N -1.578 -1.175 3.375
C -1.750 -0.125 2.394
C -1.375 -2.524 2.851
N -1.880 0.483 5.616
C -2.085 1.690 4.838
C -0.819 0.686 6.602
N -3.726 -0.980 4.855
C -4.389 -0.998 6.181
C -4.387 -2.000 4.024
H -2.769 0.280 2.342
H -1.513 -0.495 1.396
H -1.063 0.700 2.582
H -2.299 -3.103 2.747
H -0.712 -3.083 3.511
H -0.901 -2.477 1.871
H -1.214 1.942 4.223
H -2.258 2.532 5.512
H -2.965 1.608 4.202
H 0.177 0.725 6.144
H -0.818 -0.107 7.342
H -0.996 1.629 7.123
H -4.246 -1.951 6.699
H -5.458 -0.832 6.050
H -3.996 -0.201 6.807
H -4.219 -3.023 4.376
H -4.064 -1.925 2.988
H -5.461 -1.809 4.036
```

=====

# 2
Below is a structure of composition C15H46Fe2O23P2Pd at a distorted geometry, with properties calculated with wB97M-V/def2-TZVPD.

Charge: 0
Molecular weight: 874.6 g mol⁻¹
LUMO energy (alpha / beta): -0.0018 / -0.0335 hartree
E_tot: -5667.81918 Eh
Spin multiplicity: 11

Geometry as XYZ:
```
89
C15H46Fe2O23P2Pd (wB97M-V/def2-TZVPD)
Fe 0.340 -1.908 -2.526
Fe 2.338 -1.983 0.288
Pd 1.847 2.030 0.137
P 0.261 -0.288 -0.023
O -0.563 -0.741 -1.246
O 0.420 -1.479 0.972
O -0.136 1.095 0.536
O 1.775 -0.154 -0.204
P 2.653 -3.203 -2.167
O 2.121 -2.234 -3.279
O 1.462 -2.940 -1.215
O 3.606 -2.619 -1.075
O 2.531 -4.699 -2.303
C -0.237 3.263 3.591
C 1.257 3.157 3.405
O 1.689 2.073 2.557
O -0.985 3.321 2.402
H -0.458 4.203 4.101
H -0.518 2.429 4.247
H 1.755 3.045 4.374
H 1.606 4.059 2.894
H 1.294 1.233 2.923
H -0.813 2.497 1.913
C -0.524 0.642 -4.061
C -2.004 0.755 -4.235
O -2.280 0.698 -5.641
O -0.087 -0.704 -4.305
H -0.215 0.973 -3.072
H -0.042 1.357 -4.736
H -2.392 1.687 -3.814
H -2.542 -0.058 -3.735
H -3.212 0.492 -5.747
H -0.313 -0.915 -5.219
C 3.857 -2.557 2.764
C 2.570 -3.343 2.765
O 2.244 -3.731 1.423
O 3.848 -1.604 1.715
H 4.702 -3.239 2.622
H 3.977 -2.205 3.796
H 1.697 -2.813 3.151
H 2.755 -4.212 3.400
H 2.014 -4.662 1.337
H 4.736 -1.254 1.581
C -3.751 0.345 0.140
C -3.718 1.646 -0.659
O -2.403 2.055 -0.960
O -3.249 -0.753 -0.620
H -4.772 0.057 0.380
H -3.183 0.521 1.060
H -4.228 2.443 -0.099
H -4.260 1.547 -1.605
H -1.782 1.666 -0.301
H -2.352 -0.560 -0.990
C -0.287 4.847 -2.828
C 0.287 4.719 -1.418
O 0.463 3.316 -1.067
O -1.666 4.570 -2.914
H 0.272 4.208 -3.522
H -0.187 5.886 -3.154
H -0.406 5.125 -0.677
H 1.257 5.211 -1.369
H -0.361 2.943 -1.406
H -1.944 3.869 -2.308
C -2.123 -5.674 0.232
C -1.956 -4.206 0.593
O -0.595 -3.836 0.449
O -1.603 -5.939 -1.066
H -3.152 -6.025 0.315
H -1.495 -6.187 0.975
H -2.216 -4.062 1.646
H -2.583 -3.604 -0.075
H -0.448 -2.939 0.792
H -2.214 -6.548 -1.487
C -1.515 -0.396 4.077
C -0.040 -0.510 4.460
O 0.891 -0.343 3.362
O -1.946 -1.353 3.153
H -1.776 0.628 3.783
H -2.086 -0.484 5.007
H 0.135 -1.504 4.884
H 0.231 0.251 5.192
H 0.585 -0.792 2.525
H -1.447 -1.273 2.334
C 3.286 2.965 -2.970
O 2.855 1.967 -2.052
H 3.149 3.960 -2.561
H 4.356 2.822 -3.165
H 2.830 2.842 -3.957
H 3.112 1.114 -2.422
```

=====

Repeat the second record exactly.
Below is a structure of composition C15H46Fe2O23P2Pd at a distorted geometry, with properties calculated with wB97M-V/def2-TZVPD.

Charge: 0
Molecular weight: 874.6 g mol⁻¹
LUMO energy (alpha / beta): -0.0018 / -0.0335 hartree
E_tot: -5667.81918 Eh
Spin multiplicity: 11

Geometry as XYZ:
```
89
C15H46Fe2O23P2Pd (wB97M-V/def2-TZVPD)
Fe 0.340 -1.908 -2.526
Fe 2.338 -1.983 0.288
Pd 1.847 2.030 0.137
P 0.261 -0.288 -0.023
O -0.563 -0.741 -1.246
O 0.420 -1.479 0.972
O -0.136 1.095 0.536
O 1.775 -0.154 -0.204
P 2.653 -3.203 -2.167
O 2.121 -2.234 -3.279
O 1.462 -2.940 -1.215
O 3.606 -2.619 -1.075
O 2.531 -4.699 -2.303
C -0.237 3.263 3.591
C 1.257 3.157 3.405
O 1.689 2.073 2.557
O -0.985 3.321 2.402
H -0.458 4.203 4.101
H -0.518 2.429 4.247
H 1.755 3.045 4.374
H 1.606 4.059 2.894
H 1.294 1.233 2.923
H -0.813 2.497 1.913
C -0.524 0.642 -4.061
C -2.004 0.755 -4.235
O -2.280 0.698 -5.641
O -0.087 -0.704 -4.305
H -0.215 0.973 -3.072
H -0.042 1.357 -4.736
H -2.392 1.687 -3.814
H -2.542 -0.058 -3.735
H -3.212 0.492 -5.747
H -0.313 -0.915 -5.219
C 3.857 -2.557 2.764
C 2.570 -3.343 2.765
O 2.244 -3.731 1.423
O 3.848 -1.604 1.715
H 4.702 -3.239 2.622
H 3.977 -2.205 3.796
H 1.697 -2.813 3.151
H 2.755 -4.212 3.400
H 2.014 -4.662 1.337
H 4.736 -1.254 1.581
C -3.751 0.345 0.140
C -3.718 1.646 -0.659
O -2.403 2.055 -0.960
O -3.249 -0.753 -0.620
H -4.772 0.057 0.380
H -3.183 0.521 1.060
H -4.228 2.443 -0.099
H -4.260 1.547 -1.605
H -1.782 1.666 -0.301
H -2.352 -0.560 -0.990
C -0.287 4.847 -2.828
C 0.287 4.719 -1.418
O 0.463 3.316 -1.067
O -1.666 4.570 -2.914
H 0.272 4.208 -3.522
H -0.187 5.886 -3.154
H -0.406 5.125 -0.677
H 1.257 5.211 -1.369
H -0.361 2.943 -1.406
H -1.944 3.869 -2.308
C -2.123 -5.674 0.232
C -1.956 -4.206 0.593
O -0.595 -3.836 0.449
O -1.603 -5.939 -1.066
H -3.152 -6.025 0.315
H -1.495 -6.187 0.975
H -2.216 -4.062 1.646
H -2.583 -3.604 -0.075
H -0.448 -2.939 0.792
H -2.214 -6.548 -1.487
C -1.515 -0.396 4.077
C -0.040 -0.510 4.460
O 0.891 -0.343 3.362
O -1.946 -1.353 3.153
H -1.776 0.628 3.783
H -2.086 -0.484 5.007
H 0.135 -1.504 4.884
H 0.231 0.251 5.192
H 0.585 -0.792 2.525
H -1.447 -1.273 2.334
C 3.286 2.965 -2.970
O 2.855 1.967 -2.052
H 3.149 3.960 -2.561
H 4.356 2.822 -3.165
H 2.830 2.842 -3.957
H 3.112 1.114 -2.422
```

=====

- What is the charge in the second record?
  0

=====

- charge of number 2 (C15H46Fe2O23P2Pd)?
  0

=====

- Among the records above, which one has the highest charge?
  C15H46FN7O5P3S